Computed, not measured: a molecular structure, C34H33IMnN2PS2, with wB97M-V/def2-TZVPD.

```
74
Properties=species:S:1:pos:R:3:forces:R:3:mulliken_spin:R:1
Mn -1.1359 0.3010 -0.0284 -1.160 -0.532 -0.943 4.4043
I -0.9355 0.8306 2.5285 0.286 0.284 0.826 -0.0215
C 0.8865 0.1953 3.4740 -0.375 0.031 -0.299 0.0151
C 0.7034 0.0790 4.8227 -0.230 0.051 -0.138 -0.0043
C 1.7972 -0.1707 5.6623 0.212 -0.037 0.077 -0.0015
C 3.0411 -0.2549 5.1141 -0.120 0.012 0.091 0.0009
C 3.2399 -0.1424 3.7187 -0.155 0.030 -0.114 0.0016
C 4.5587 -0.2167 3.2228 0.056 -0.004 -0.077 -0.0001
C 4.8131 -0.1096 1.8889 0.103 -0.009 0.100 0.0012
C 3.7402 0.0239 1.0030 -0.167 0.033 0.074 -0.0035
C 2.4271 0.0892 1.4217 -0.078 0.048 -0.168 0.0547
P 1.2626 0.0664 -0.0151 1.488 -0.282 0.003 -0.0078
C 1.8965 1.4548 -1.0113 -0.121 -0.088 -0.078 0.0180
C 2.0758 1.3357 -2.3892 -0.139 0.026 -0.010 -0.0048
C 2.5903 2.3984 -3.1171 -0.050 0.034 -0.091 0.0008
C 2.8948 3.5951 -2.4853 -0.009 -0.001 0.008 0.0022
C 2.6767 3.7324 -1.1204 0.034 0.045 0.026 0.0004
C 2.1862 2.6679 -0.3826 -0.091 -0.049 -0.008 -0.0191
C 1.7263 -1.4846 -0.8579 -0.209 0.024 -0.016 -0.0413
C 2.7552 -1.6274 -1.7879 0.044 -0.061 0.034 0.0050
C 3.0323 -2.8736 -2.3279 0.051 -0.018 -0.046 0.0012
C 2.2978 -3.9880 -1.9472 -0.018 0.015 0.026 0.0015
C 1.2828 -3.8573 -1.0111 -0.013 -0.069 -0.008 0.0056
C 0.9974 -2.6125 -0.4747 0.080 0.102 0.030 0.0181
C 2.1363 0.0555 2.8200 0.158 -0.070 0.082 0.0012
H -0.2805 0.2014 5.2571 0.021 -0.005 0.010 0.0008
H 1.6426 -0.2645 6.7279 0.006 0.005 -0.003 0.0000
H 3.9097 -0.4040 5.7423 -0.006 -0.019 0.000 0.0001
H 5.3652 -0.3564 3.9313 0.000 0.009 -0.003 0.0001
H 5.8250 -0.1460 1.5097 -0.008 -0.014 -0.001 0.0000
H 3.9644 0.0653 -0.0535 -0.005 0.012 -0.057 -0.0003
H 1.8314 0.4081 -2.8922 -0.028 0.118 -0.029 -0.0034
H 2.7575 2.2861 -4.1811 0.004 0.015 0.016 0.0000
H 3.3057 4.4198 -3.0520 -0.007 -0.003 -0.006 0.0000
H 2.9125 4.6645 -0.6243 -0.017 0.000 -0.008 0.0001
H 2.0423 2.7783 0.6858 0.053 -0.012 0.028 -0.0029
H 3.3501 -0.7804 -2.1013 0.023 -0.060 0.061 -0.0001
H 3.8321 -2.9745 -3.0497 -0.002 -0.001 0.009 0.0001
H 2.5236 -4.9570 -2.3716 0.001 0.005 -0.005 -0.0001
H 0.7167 -4.7256 -0.6990 0.010 0.010 0.016 0.0001
H 0.2192 -2.5147 0.2727 -0.025 -0.048 -0.008 -0.0109
C -1.1599 2.3544 -3.0965 0.143 0.033 -0.012 0.0262
C -1.3982 0.8864 -3.1693 0.012 -0.018 -0.280 0.0304
N -1.5012 0.0838 -2.1362 -0.102 -0.027 0.486 -0.1381
C -1.9448 -1.1788 -2.4943 0.083 -0.011 -0.265 0.0423
C -2.0758 -1.3520 -3.8331 0.011 0.051 0.015 0.0082
S -1.7145 0.1009 -4.6586 0.026 0.028 0.304 0.0042
C -2.3452 -2.1051 -1.4400 -0.098 -0.235 0.158 0.0455
C -2.9949 -3.2867 -1.5992 -0.005 -0.022 -0.002 0.0055
S -3.3845 -3.9558 -0.0794 0.213 0.300 0.074 0.0080
C -2.6552 -2.6190 0.7104 -0.075 -0.295 -0.087 0.0465
N -2.1556 -1.7362 -0.1197 0.215 0.482 -0.177 -0.0973
C -2.6067 -2.5332 2.1961 -0.003 0.000 0.071 0.0086
H -0.7482 2.6341 -2.1290 0.097 0.006 0.009 -0.0111
H -2.0999 2.8924 -3.2402 -0.013 -0.057 0.027 0.0057
H -0.4790 2.6814 -3.8794 0.067 0.018 0.015 0.0011
H -2.3933 -2.2347 -4.3638 0.008 0.012 0.003 0.0001
H -3.2869 -3.7756 -2.5146 0.021 0.023 0.004 -0.0001
H -3.1138 -3.3848 2.6449 0.016 0.009 0.024 -0.0004
H -3.0911 -1.6222 2.5481 -0.032 0.000 -0.035 -0.0008
H -1.5728 -2.5250 2.5463 0.000 -0.014 -0.008 0.0005
C -4.8446 0.5413 0.3418 0.119 0.026 0.073 -0.0044
C -3.8814 1.6176 0.8399 -0.033 -0.077 0.031 0.0307
C -4.5814 2.9863 0.8736 0.073 -0.104 0.043 -0.0339
C -2.6576 1.7400 -0.0508 -0.438 0.518 0.277 -0.3416
H -5.6996 0.4534 1.0113 -0.017 -0.002 -0.026 0.0011
H -4.3591 -0.4335 0.2776 -0.043 -0.024 -0.013 0.0067
H -5.2199 0.8021 -0.6505 -0.004 -0.015 -0.006 0.0014
H -3.5891 1.3818 1.8715 -0.042 -0.007 -0.021 -0.0121
H -4.8758 3.2860 -0.1337 -0.011 0.029 0.008 0.0007
H -3.9316 3.7548 1.2928 -0.028 0.030 -0.019 0.0030
H -5.4805 2.9236 1.4869 -0.008 0.030 -0.008 -0.0070
H -2.0479 2.6148 0.2153 0.091 -0.077 -0.056 -0.0550
H -2.9744 1.8195 -1.0909 0.162 -0.137 -0.006 0.0138
```
Positions in Å, forces in eV/Å.

Values from the calculation:
LUMO level (spin up / spin down) = -7.0 / -5.9 eV
expectation value of S² = 6.37
HOMO-LUMO gap (spin up / spin down) = 6.6 / 7.6 eV
charge = +2
E_HOMO (spin up / spin down) = -13.53 / -13.55 eV
multiplicity = 5



Computed, not measured: a molecular structure, C34H33IrN8O4S3, with wB97M-V/def2-TZVPD.

```
83
Properties=species:S:1:pos:R:3:forces:R:3:mulliken_spin:R:1
Ir 1.1614 -0.4531 -0.4124 -0.008 0.066 0.037 0.3432
C 4.2660 1.0491 2.1766 0.006 0.005 -0.002 0.0082
C 3.4983 0.6404 0.9639 0.030 -0.009 0.007 -0.0195
N 2.4569 -0.1432 1.0621 0.013 -0.053 -0.036 0.0538
N 2.2874 -0.8497 2.2325 0.014 -0.038 0.034 0.0531
C 1.7355 -2.0033 2.0512 -0.086 0.069 0.006 -0.0181
S 1.2033 -2.5702 0.4943 -0.037 -0.091 0.004 0.1266
S 1.6281 -2.9896 3.4950 0.017 0.000 0.008 -0.0008
C 0.7014 -4.4652 2.9676 0.029 -0.011 -0.013 0.0016
C -0.7984 -4.3360 3.0115 0.013 0.000 -0.014 -0.0026
C -1.5589 -4.4592 1.8541 -0.002 0.002 0.008 0.0044
C -2.9452 -4.3720 1.9075 0.002 -0.011 0.000 -0.0008
C -3.5842 -4.1620 3.1204 -0.001 -0.009 -0.003 0.0003
C -2.8309 -4.0424 4.2824 -0.001 0.014 -0.005 0.0000
C -1.4493 -4.1303 4.2263 0.010 0.027 -0.002 0.0001
C 3.9570 1.0371 -0.3459 0.047 -0.008 -0.004 0.0496
C 4.9341 2.0485 -0.4577 -0.014 -0.017 0.003 -0.0703
C 5.5883 2.2871 -1.6351 0.003 -0.009 -0.007 0.0778
C 5.3276 1.4751 -2.7526 -0.003 0.006 -0.010 -0.0161
C 4.3886 0.4844 -2.6868 -0.010 0.015 -0.020 0.0399
C 3.6469 0.2755 -1.5070 -0.017 0.004 0.000 0.0887
O 2.7138 -0.6531 -1.5666 -0.079 0.083 -0.087 0.1336
H 3.8956 0.5487 3.0622 -0.001 -0.005 -0.001 0.0000
H 4.1264 2.1261 2.2957 0.002 -0.004 -0.005 -0.0011
H 5.3292 0.8523 2.0503 -0.001 -0.004 0.000 -0.0002
H 1.0363 -5.2192 3.6817 -0.006 -0.004 0.003 -0.0003
H 1.0526 -4.7816 1.9873 0.001 -0.002 0.006 -0.0005
H -1.0648 -4.6394 0.9079 0.015 0.005 -0.019 0.0000
H -3.5262 -4.4930 1.0012 0.001 0.001 0.001 0.0000
H -4.6645 -4.1119 3.1666 0.002 0.004 -0.001 0.0000
H -3.3227 -3.8949 5.2350 0.002 0.001 -0.002 0.0001
H -0.8672 -4.0410 5.1365 -0.001 0.001 -0.001 -0.0001
H 5.1596 2.6548 0.4075 -0.005 0.002 0.001 -0.0015
H 6.3122 3.0869 -1.7021 0.000 0.000 0.000 0.0023
H 5.8623 1.6466 -3.6777 0.000 0.000 0.002 0.0004
H 4.1465 -0.1306 -3.5421 -0.005 -0.001 -0.004 0.0002
N -4.4718 3.7066 2.3591 0.005 0.009 0.004 0.0011
C -3.2266 3.5308 1.7894 0.008 -0.008 -0.005 0.0026
C -2.1999 2.8994 2.5003 -0.004 -0.021 0.013 -0.0010
C -0.9698 2.6787 1.9117 -0.011 -0.028 -0.026 0.0009
C -0.7421 3.0762 0.5980 0.030 -0.028 0.037 0.0021
C -1.7429 3.7389 -0.1058 0.004 0.053 -0.009 0.0021
C -2.9756 3.9512 0.4782 0.002 -0.005 -0.003 -0.0009
S 0.8673 2.8476 -0.0919 -0.108 0.040 -0.021 0.0011
O 1.1709 3.9791 -0.9144 0.008 0.017 -0.038 0.0040
O 1.7191 2.5210 1.0190 -0.062 0.059 0.015 -0.0013
N 0.8739 1.5064 -1.0828 0.035 -0.083 0.037 0.0982
C 0.4614 1.7305 -2.4086 0.150 0.194 -0.078 -0.0133
N -0.6062 2.5039 -2.6089 0.037 -0.083 -0.061 0.0098
C -0.9507 2.7459 -3.8682 -0.013 -0.026 -0.039 -0.0044
C -0.2752 2.1957 -4.9419 -0.025 0.021 0.029 0.0108
C 0.7815 1.3615 -4.6200 0.015 -0.057 -0.012 -0.0046
N 1.1591 1.1271 -3.3698 0.080 -0.044 0.048 0.0188
H -4.5114 3.6918 3.3649 -0.002 -0.002 -0.002 0.0000
H -5.0559 4.4173 1.9502 -0.001 -0.005 -0.002 0.0000
H -2.3656 2.6102 3.5319 -0.002 -0.005 0.001 0.0000
H -0.1699 2.2109 2.4687 -0.001 -0.003 0.007 0.0002
H -1.5425 4.0870 -1.1075 -0.013 0.019 0.055 0.0000
H -3.7495 4.4725 -0.0725 -0.002 0.001 0.004 0.0000
H -1.8105 3.3911 -4.0159 0.002 0.016 0.000 -0.0001
H -0.5596 2.3961 -5.9638 0.005 0.001 -0.001 0.0005
H 1.3549 0.8613 -5.3943 0.002 0.014 0.005 -0.0003
C -1.9533 -0.9477 2.5049 -0.010 0.025 -0.001 0.0059
C -1.4931 -0.5351 1.1511 -0.017 0.056 -0.022 0.0079
O -0.3222 -0.1159 1.0128 0.004 -0.061 0.002 0.0141
N -2.3464 -0.5637 0.1346 0.027 -0.043 0.004 -0.0013
C -2.0606 0.0829 -1.1411 0.000 -0.039 0.059 0.0226
C -1.4051 -0.8307 -2.1431 -0.013 0.022 -0.007 -0.0124
C -2.1388 -1.3521 -3.1960 0.005 0.024 -0.009 -0.0022
C -1.5294 -2.1881 -4.1157 0.004 -0.003 -0.005 -0.0003
C -0.1863 -2.4775 -3.9565 0.008 0.008 -0.005 0.0018
C 0.4933 -1.9197 -2.8924 -0.015 0.014 0.018 -0.0097
N -0.0995 -1.1135 -1.9993 0.027 -0.081 0.069 -0.0091
H -1.9180 -0.0644 3.1441 -0.001 0.015 0.005 0.0000
H -1.2569 -1.6820 2.9075 -0.006 -0.007 0.003 -0.0018
H -2.9600 -1.3581 2.5022 -0.001 -0.002 0.006 0.0005
H -3.2682 -0.9325 0.3035 -0.002 0.016 0.006 0.0001
H -1.4313 0.9497 -0.9493 -0.077 -0.008 0.037 0.0014
H -3.0021 0.4462 -1.5474 0.000 -0.002 -0.001 -0.0008
H -3.1845 -1.0924 -3.2887 0.000 0.001 0.000 0.0001
H -2.0935 -2.6031 -4.9400 0.000 0.002 -0.001 0.0000
H 0.3415 -3.1215 -4.6448 0.000 -0.002 0.003 0.0000
H 1.5492 -2.0911 -2.7429 -0.004 -0.014 -0.002 0.0051
```
Positions in Å, forces in eV/Å.

Values from the calculation:
LUMO level (spin up / spin down) = -2.6 / -5.0 eV
expectation value of S² = 0.77
HOMO-LUMO gap (spin up / spin down) = 7.7 / 5.4 eV
energy above the lowest of the compared OMol25 structures with the same formula, charge and spin = 0.0 kcal per mole
charge = +1
E_HOMO (spin up / spin down) = -10.29 / -10.38 eV
multiplicity = 2



Computed, not measured: a molecular structure, C34H33IrNO4P2S, with wB97M-V/def2-TZVPD.

```
76
Properties=species:S:1:pos:R:3:forces:R:3:mulliken_charge:R:1
Ir 0.3427 0.9925 -0.4179 -0.016 0.078 0.818 1.5658
O 2.9178 1.7500 -2.8336 0.088 -0.011 0.009 -0.6265
S 2.4338 2.3675 -1.6203 -0.150 -0.113 0.156 1.0253
O 3.0773 3.5931 -1.2366 -0.061 0.028 0.003 -0.6711
O 2.4429 1.3559 -0.4524 0.074 0.009 -0.030 -0.6325
O 0.8924 2.5558 -1.7243 0.002 -0.293 -0.436 -0.7762
C -1.4192 -1.7965 -0.6490 -0.040 -0.110 -0.021 -1.3747
C -2.3908 -0.7561 -1.1978 -0.183 -0.017 -0.054 -1.7828
P -1.9125 0.8475 -0.4544 0.110 0.133 0.133 1.5760
C -2.6809 2.0969 -1.5327 0.021 -0.002 0.032 0.3812
C -2.3750 2.1280 -2.8928 0.038 0.043 0.025 -0.0731
C -2.9016 3.1201 -3.7013 -0.037 0.027 0.006 -0.8365
C -3.7265 4.0970 -3.1537 0.021 -0.010 -0.044 -0.4404
C -4.0206 4.0787 -1.7995 -0.007 -0.017 0.045 -0.7708
C -3.4986 3.0785 -0.9880 -0.057 -0.030 -0.033 -0.6349
C -2.3787 0.8951 1.2115 -0.158 -0.243 0.011 -0.0073
C -3.3470 0.0351 1.7673 0.121 0.156 -0.068 -0.5433
C -3.4549 -0.2038 3.1113 0.087 0.078 0.123 -0.9071
C -2.5202 0.4667 3.9806 -0.158 -0.105 -0.082 -0.5213
C -1.5223 1.2425 3.5218 0.079 0.024 -0.049 -0.9591
C -1.2642 1.4801 2.0576 -0.272 0.004 0.089 0.4651
P 0.2513 -1.1133 -0.9438 0.017 0.351 -0.421 0.1052
C 1.4824 -2.2267 -0.2150 0.007 0.128 0.034 0.8459
C 1.1428 -3.4759 0.2943 -0.049 0.022 -0.041 -0.1455
C 2.1219 -4.2995 0.8283 0.002 -0.009 0.013 -0.7082
C 3.4413 -3.8717 0.8587 0.020 -0.053 0.021 -0.5163
C 3.7829 -2.6262 0.3536 0.000 0.078 -0.038 -0.7355
C 2.8104 -1.7969 -0.1855 -0.076 -0.091 0.118 -0.6555
C 0.4364 -1.4176 -2.7387 0.061 -0.178 -0.002 1.2676
C 0.7186 -0.3716 -3.6073 -0.027 -0.015 -0.016 -0.2935
C 0.8471 -0.6173 -4.9700 0.003 -0.005 -0.007 -1.2800
C 0.6886 -1.8997 -5.4675 0.003 0.012 -0.028 -0.5052
C 0.4156 -2.9526 -4.6013 -0.011 -0.020 0.029 -0.7667
C 0.2977 -2.7127 -3.2431 0.035 0.017 -0.021 -0.7035
H -1.5347 -2.7646 -1.1401 0.000 0.014 0.014 0.9132
H -1.5943 -1.9121 0.4212 0.029 -0.041 -0.031 0.7024
H -3.4213 -1.0136 -0.9471 0.001 0.066 -0.024 0.7573
H -2.3183 -0.6698 -2.2842 0.020 -0.046 -0.019 0.5389
H -1.6959 1.3946 -3.3139 0.014 -0.005 0.006 0.0842
H -2.6551 3.1450 -4.7552 0.001 0.003 -0.004 0.4066
H -4.1279 4.8797 -3.7855 -0.003 0.001 0.003 0.3626
H -4.6530 4.8461 -1.3705 -0.001 -0.002 -0.003 0.3948
H -3.7178 3.0418 0.0734 0.006 0.012 0.006 0.3970
H -4.0560 -0.4464 1.0967 0.006 -0.008 -0.003 0.2671
H -4.2371 -0.8330 3.5125 0.002 -0.004 0.008 0.3978
H -2.6270 0.3401 5.0546 0.001 0.007 0.002 0.3124
H -0.8500 1.7333 4.2183 -0.009 -0.015 0.016 0.3702
H -1.2096 2.5718 1.9113 0.059 -0.040 -0.013 0.2136
H 0.1087 -3.7990 0.2970 0.002 -0.025 0.008 0.3233
H 1.8524 -5.2667 1.2339 -0.004 0.002 -0.004 0.4003
H 4.2049 -4.5081 1.2893 -0.006 0.001 -0.006 0.3797
H 4.8098 -2.2864 0.3934 -0.006 0.005 0.000 0.4363
H 3.0676 -0.8083 -0.5437 0.003 0.071 -0.033 0.4620
H 0.8725 0.6307 -3.2304 -0.020 0.013 0.011 0.5159
H 1.0875 0.2034 -5.6333 0.000 0.003 -0.002 0.4599
H 0.7891 -2.0871 -6.5295 0.002 0.002 0.000 0.3605
H 0.3053 -3.9597 -4.9842 0.000 0.000 -0.002 0.4006
H 0.1158 -3.5427 -2.5690 -0.002 -0.003 0.001 0.3259
C -0.0026 -1.6550 2.8494 0.051 -0.065 -0.045 -1.5268
C 1.1471 -0.7059 3.0098 -0.041 -0.096 0.027 1.5668
C 2.2412 -1.0801 3.7848 -0.010 0.013 0.014 -0.9075
C 3.2582 -0.1822 4.0570 0.004 0.046 -0.007 -0.9885
C 3.1668 1.1168 3.5782 0.006 -0.073 -0.012 -1.0255
C 2.0980 1.5140 2.7830 -0.012 0.015 -0.002 1.6124
C 1.9892 2.9485 2.3458 0.001 -0.022 -0.036 -1.1223
C 1.1008 0.5779 2.4490 -0.062 0.102 0.079 -1.1671
N 0.0639 0.9685 1.5639 0.463 0.194 -0.205 0.2405
H 0.2959 -2.6748 3.0973 0.008 -0.012 -0.011 0.4480
H -0.3916 -1.6386 1.8366 0.023 0.050 0.006 0.0245
H -0.8305 -1.3582 3.4931 -0.003 -0.010 0.015 0.3493
H 2.2802 -2.0860 4.1895 -0.004 -0.003 -0.003 0.4172
H 4.1075 -0.4852 4.6583 0.002 0.007 -0.003 0.4085
H 3.9400 1.8385 3.8159 0.006 0.001 0.004 0.3854
H 2.8534 3.5164 2.6918 -0.012 0.004 0.033 0.4491
H 1.0874 3.4071 2.7598 -0.005 0.000 -0.025 0.1952
H 1.9485 3.0463 1.2633 0.004 -0.026 -0.033 0.0939
```
Positions in Å, forces in eV/Å.

Values from the calculation:
LUMO level (spin up / spin down) = 2.3 / 2.3 eV
HOMO-LUMO gap (spin up / spin down) = 5.8 / 5.8 eV
energy above the lowest of the compared OMol25 structures with the same formula, charge and spin = 28.0 kcal per mole
charge = -1
E_HOMO (spin up / spin down) = -3.45 / -3.45 eV



Number 1: F_max 1.59 eV/A. Number 2: F_max 0.26 eV/A. Number 3: F_max 0.82 eV/A.